1.
{"formula": "C2H3NOS2", "method": "ωB97M-V with the def2-TZVPD basis set", "elements": ["H", "N", "C", "O", "C", "S", "S", "H", "H"], "positions_angstrom": [[-0.151, -1.505, 0.880], [-0.026, -0.958, 1.804], [0.368, 0.113, 1.370], [0.396, 0.627, 0.139], [-0.351, 0.183, -0.997], [0.649, -0.275, -2.422], [-0.464, 1.456, -2.171], [0.689, 0.891, 2.009], [-1.111, -0.532, -0.612]], "de_lowest_kj_mol": 203.6, "e_homo_ev": -8.8492, "gap_ha": 0.3113}

=====

2.
{"formula": "C2H3NOS2", "method": "ωB97M-V with the def2-TZVPD basis set", "elements": ["S", "N", "O", "C", "C", "S", "H", "H", "H"], "positions_angstrom": [[2.586, 0.066, 0.308], [1.238, 0.207, -0.772], [0.359, -0.931, -0.602], [-0.857, -0.591, -0.093], [-1.051, 0.655, 0.322], [0.168, 1.782, -0.159], [3.414, -0.442, -0.731], [-1.430, -1.508, -0.125], [-1.911, 0.927, 0.766]], "de_lowest_kj_mol": 419.6, "e_homo_ev": -7.9839, "gap_ha": 0.2852}

=====

3.
{"formula": "C2H3NP2", "method": "ωB97M-V with the def2-TZVPD basis set", "elements": ["C", "C", "N", "P", "P", "H", "H", "H"], "positions_angstrom": [[0.803, -0.285, -0.400], [-1.130, 1.403, -0.355], [0.823, 0.903, -0.611], [-2.032, 0.088, -0.045], [-0.619, -1.412, -0.350], [1.677, -0.741, -0.164], [-1.150, 2.483, -0.639], [-0.325, -1.604, 1.043]], "de_lowest_kj_mol": 275.7, "e_homo_ev": [-8.8933, -8.8938], "gap_ha": [0.3245, 0.3245]}

=====

4.
{"formula": "C2H3NS", "method": "ωB97M-V with the def2-TZVPD basis set", "elements": ["C", "C", "N", "S", "H", "H", "H"], "positions_angstrom": [[1.022, -1.248, -0.007], [-0.221, 0.935, -0.022], [0.196, -0.378, -0.132], [-1.673, -0.134, -0.030], [0.854, -2.227, 0.129], [-0.099, 1.568, 0.943], [-0.079, 1.484, -0.881]], "de_lowest_kj_mol": 378.2, "e_homo_ev": -8.0743, "gap_ha": 0.3068}

=====

5.
{"formula": "C2H3NS", "method": "ωB97M-V with the def2-TZVPD basis set", "elements": ["C", "C", "N", "S", "H", "H", "H"], "positions_angstrom": [[-0.601, 0.231, 0.505], [0.030, 0.164, -0.791], [-0.197, -0.969, -0.012], [-1.346, 0.915, 1.715], [-0.122, 0.390, -1.818], [1.725, 0.769, -0.106], [0.511, -1.500, 0.507]], "de_lowest_kj_mol": 485.9, "e_homo_ev": -8.8977, "gap_ha": 0.3004}

=====

6.
{"formula": "C2H3NS", "method": "ωB97M-V with the def2-TZVPD basis set", "elements": ["S", "C", "C", "N", "H", "H", "H"], "positions_angstrom": [[2.433, 0.147, 0.103], [0.868, 0.045, 0.030], [-0.508, 0.450, -0.177], [-0.355, -1.033, -0.110], [-1.186, 0.993, 0.580], [-0.428, 0.946, -1.134], [-0.823, -1.547, 0.709]], "de_lowest_kj_mol": 269.9, "e_homo_ev": -8.5853, "gap_ha": 0.3092}

=====

7.
{"formula": "C2H3NS2", "method": "ωB97M-V with the def2-TZVPD basis set", "elements": ["C", "N", "S", "C", "S", "H", "H", "H"], "positions_angstrom": [[2.131, -0.555, 1.859], [1.455, -0.583, 0.804], [-0.208, -0.340, 0.776], [-0.211, 0.265, -0.857], [-1.512, 0.721, -1.698], [1.860, 0.062, 2.713], [3.179, -0.529, 1.644], [0.767, 0.187, -1.246]], "de_lowest_kj_mol": 147.9, "e_homo_ev": -8.8933, "gap_ha": 0.3149}

=====

8.
{"formula": "C2H3NS3", "method": "ωB97M-V with the def2-TZVPD basis set", "elements": ["C", "C", "N", "S", "S", "S", "H", "H", "H"], "positions_angstrom": [[0.270, -0.353, -1.757], [-0.849, -0.566, 1.158], [0.549, 0.823, -1.806], [-0.809, -1.423, -0.214], [0.765, 2.260, -1.198], [0.629, -0.479, 2.106], [0.511, -1.079, -2.433], [-1.449, 0.277, 1.163], [0.383, 0.542, 2.981]], "de_lowest_kj_mol": 339.8, "e_homo_ev": [-8.3783, -8.1305], "gap_ha": [0.2564, 0.2399]}

=====

9.
{"formula": "C2H3NS3", "method": "ωB97M-V with the def2-TZVPD basis set", "elements": ["S", "C", "S", "C", "N", "S", "H", "H", "H"], "positions_angstrom": [[1.734, -1.329, 2.304], [0.636, -1.017, 1.121], [0.754, -0.988, -0.578], [-0.875, -0.220, -1.064], [-1.124, 1.039, -0.996], [-0.168, 2.362, -0.562], [-0.369, -0.658, 1.474], [-1.726, -1.019, -1.256], [1.139, 1.830, -0.442]], "de_lowest_kj_mol": 183.0, "e_homo_ev": -8.9267, "gap_ha": 0.3102}

=====

10.
{"formula": "C2H3NS3", "method": "ωB97M-V with the def2-TZVPD basis set", "elements": ["S", "C", "N", "S", "C", "S", "H", "H", "H"], "positions_angstrom": [[-2.155, -0.770, -0.523], [-1.561, 0.233, 0.695], [-0.532, 0.977, 0.743], [0.707, 1.529, -0.357], [1.811, 0.038, -0.468], [1.600, -1.421, 0.324], [-2.166, 0.565, 1.732], [-0.599, 1.529, 1.816], [2.551, 0.030, -1.209]], "de_lowest_kj_mol": 269.9, "e_homo_ev": -8.5177, "gap_ha": 0.2836}

=====

11.
{"formula": "C2H3O2P", "method": "ωB97M-V with the def2-TZVPD basis set", "elements": ["C", "C", "O", "P", "O", "H", "H", "H"], "positions_angstrom": [[-1.427, -0.021, -0.724], [-0.443, 0.347, 0.057], [0.735, -0.463, 0.245], [2.149, 0.059, 0.996], [3.049, -1.077, 1.035], [-2.173, 0.771, -0.722], [-1.387, -1.002, -1.239], [-0.503, 1.386, 0.353]], "de_lowest_kj_mol": 3.3, "e_homo_ev": -10.1599, "gap_ha": 0.3616}

=====

12.
{"formula": "C2H3O2P", "method": "ωB97M-V with the def2-TZVPD basis set", "elements": ["C", "C", "O", "O", "P", "H", "H", "H"], "positions_angstrom": [[0.346, -0.618, 0.391], [0.863, 0.443, -0.341], [-0.671, -1.333, -0.181], [-1.996, 0.652, 0.796], [-1.489, 0.255, -0.516], [0.616, -1.048, 1.382], [1.676, 1.118, -0.011], [0.654, 0.532, -1.519]], "de_lowest_kj_mol": 98.8, "e_homo_ev": -9.6397, "gap_ha": 0.3571}

=====

13.
{"formula": "C2H3O2P", "method": "ωB97M-V with the def2-TZVPD basis set", "elements": ["O", "C", "C", "P", "O", "H", "H", "H"], "positions_angstrom": [[0.304, 2.330, 0.041], [-0.147, 1.218, -0.060], [0.659, -0.029, -0.002], [2.505, 0.496, -0.003], [3.199, -0.789, -0.009], [-1.265, 0.892, -0.230], [0.638, -0.457, 0.987], [0.517, -1.029, -0.601]], "de_lowest_kj_mol": 98.2, "e_homo_ev": -9.2341, "gap_ha": 0.3132}

=====

14.
{"formula": "C2H3O2PTl", "method": "ωB97M-V with the def2-TZVPD basis set", "elements": ["H", "O", "C", "H", "C", "O", "Tl", "P", "H"], "positions_angstrom": [[1.428, 0.280, -1.393], [0.652, -0.604, 1.507], [0.178, -0.665, 0.318], [0.045, -1.643, -0.205], [0.540, 0.284, -0.750], [-0.247, 1.313, -0.752], [1.053, 0.934, 3.175], [-1.628, 0.274, -0.303], [-2.020, -0.173, -1.597]], "e_homo_ev": [-12.9292, -12.9294], "charge": 1, "gap_ha": [0.2685, 0.2686]}

=====

15.
{"formula": "C2H3O2Pr", "method": "ωB97M-V with the def2-TZVPD basis set", "elements": ["C", "C", "O", "O", "H", "H", "Pr", "H"], "positions_angstrom": [[-1.660, -0.184, -0.024], [-0.992, -1.347, 0.170], [0.325, -1.374, 0.309], [-0.821, 0.918, -0.221], [-2.499, -0.386, -0.744], [-1.273, 1.692, -0.566], [1.573, 0.517, 0.299], [-1.570, -2.229, 0.478]], "s_squared": 3.752, "de_lowest_kj_mol": 0.0, "e_homo_ev": [-11.4467, -11.7336], "multiplicity": 4, "charge": 1, "gap_ha": [0.2440, 0.2516]}

=====

16.
{"formula": "C2H3O2Rb", "method": "ωB97M-V with the def2-TZVPD basis set", "elements": ["C", "C", "O", "O", "H", "H", "Rb", "H"], "positions_angstrom": [[-0.775, 0.154, 0.042], [-0.220, -1.059, -0.226], [1.053, -1.314, -0.378], [0.081, 1.220, 0.351], [-0.960, -1.828, -0.528], [-0.403, 2.050, 0.354], [2.934, 0.730, -0.252], [-1.711, 0.046, 0.637]], "de_lowest_kj_mol": 147.7, "e_homo_ev": -5.8455, "gap_ha": 0.1879}

=====

17.
{"formula": "C2H3O2S2", "method": "ωB97M-V with the def2-TZVPD basis set", "elements": ["C", "C", "O", "O", "S", "S", "H", "H", "H"], "positions_angstrom": [[0.326, 0.429, -0.065], [0.019, -0.927, 0.408], [-2.198, 0.478, 2.736], [-1.802, -1.822, 3.471], [1.753, -0.441, 0.627], [-1.201, -0.553, 3.057], [0.413, 0.690, -1.122], [0.006, 1.264, 0.552], [-0.078, -1.697, -0.359]], "de_lowest_kj_mol": 279.5, "e_homo_ev": [-2.5908, -2.5942], "charge": -1, "gap_ha": [0.2276, 0.2278]}

=====

18.
{"formula": "C2H3O2Se", "method": "ωB97M-V with the def2-TZVPD basis set", "elements": ["C", "C", "O", "O", "Se", "H", "H", "H"], "positions_angstrom": [[-0.475, 1.251, -0.023], [0.644, 0.695, 0.727], [-0.289, 1.584, -1.333], [-1.545, 1.536, 0.515], [2.212, 0.259, -0.053], [-0.047, -1.524, 2.913], [0.388, 0.709, 1.850], [0.512, 1.350, -1.686]], "de_lowest_kj_mol": 334.0, "e_homo_ev": [-3.6690, -2.4072], "charge": -1, "gap_ha": [0.2679, 0.2044]}

=====

19.
{"formula": "C2H3O2Se", "method": "ωB97M-V with the def2-TZVPD basis set", "elements": ["C", "C", "O", "O", "Se", "H", "H", "H"], "positions_angstrom": [[0.479, 1.203, -0.268], [-0.563, 0.327, -0.914], [0.222, 1.742, 0.929], [1.511, 1.430, -0.909], [-2.209, 0.269, -0.172], [1.025, -0.954, 0.789], [-0.049, -0.320, -1.714], [-0.646, 1.464, 1.100]], "de_lowest_kj_mol": 335.3, "e_homo_ev": [-3.8959, -2.4638], "charge": -1, "gap_ha": [0.2745, 0.2031]}

=====

20.
{"formula": "C2H3O2Se", "method": "ωB97M-V with the def2-TZVPD basis set", "elements": ["C", "C", "O", "O", "Se", "H", "H", "H"], "positions_angstrom": [[0.869, 0.972, 0.746], [-0.151, -0.339, -0.973], [0.268, 0.639, 1.671], [1.694, 1.581, 0.180], [-1.397, -1.352, 0.134], [0.169, -0.878, -1.880], [-0.820, 0.647, -1.237], [-0.632, -1.269, 1.359]], "de_lowest_kj_mol": 203.4, "e_homo_ev": -2.7028, "charge": -1, "gap_ha": 0.2364}

=====

Number 1: DFT total energy -1004.31000 hartree, F_max 4.41 eV/A. Number 2: DFT total energy -1004.22774 hartree, F_max 3.29 eV/A. Number 3: DFT total energy -815.32064 hartree, F_max 5.55 eV/A. Number 4: DFT total energy -530.79065 hartree, F_max 3.87 eV/A. Number 5: DFT total energy -530.74962 hartree, F_max 5.37 eV/A. Number 6: DFT total energy -530.83191 hartree, F_max 4.19 eV/A. Number 7: DFT total energy -929.06099 hartree, F_max 2.67 eV/A. Number 8: DFT total energy -1327.18722 hartree, F_max 2.57 eV/A. Number 9: DFT total energy -1327.24696 hartree, F_max 2.65 eV/A. Number 10: DFT total energy -1327.21385 hartree, F_max 8.07 eV/A. Number 11: DFT total energy -569.83161 hartree, F_max 2.05 eV/A. Number 12: DFT total energy -569.79524 hartree, F_max 3.01 eV/A. Number 13: DFT total energy -569.79547 hartree, F_max 2.95 eV/A. Number 14: DFT total energy -741.95414 hartree, F_max 3.76 eV/A. Number 15: DFT total energy -745.20320 hartree, F_max 3.20 eV/A. Number 16: DFT total energy -252.52020 hartree, F_max 1.99 eV/A. Number 17: DFT total energy -1024.82773 hartree, F_max 1.53 eV/A. Number 18: DFT total energy -2629.85449 hartree, F_max 4.43 eV/A. Number 19: DFT total energy -2629.85403 hartree, F_max 3.02 eV/A. Number 20: DFT total energy -2629.90425 hartree, F_max 3.33 eV/A.